The following is a DFT calculation (the ωB97M-V functional and the def2-TZVPD basis) of a cluster of 4 separate species, C2H11NO4 in total at a distorted geometry.

Each atom is followed by the atoms it is bonded to, with distances in Å.
CARTESIAN COORDINATES (ANGSTROEM)
1 H -0.3576 4.3369 0.3858  N15 1.037
2 O -0.3745 -6.4921 1.3489  H8 0.994, H12 0.936
3 H 6.7466 -2.9542 0.5367  O16 1.003
4 H 5.7420 -3.1587 1.5334  O16 0.951
5 H 0.1738 2.8393 1.9792  C17 1.027
6 H -2.7299 1.0450 -2.9983  O9 0.966
7 H -1.2282 4.0419 -1.1993  N15 1.091
8 H -0.9060 -6.1780 0.5702  O2 0.994
9 O -3.6498 1.0945 -3.2897  H6 0.966, H13 1.133
10 O -1.6337 1.5271 -0.3944  C14 1.226
11 H 1.0768 2.2472 0.8211  C17 1.070
12 H -0.8697 -6.8438 2.0615  O2 0.936
13 H -4.1613 2.0791 -3.0594  O9 1.133
14 C -0.8225 2.3191 0.0717  O10 1.226, N15 1.411, C17 1.544
15 N -0.6833 3.6640 -0.3333  H1 1.037, H7 1.091, C14 1.411
16 O 6.3518 -2.4617 1.3164  H3 1.003, H4 0.951
17 C 0.1200 2.0945 1.2740  H5 1.027, H11 1.070, C14 1.544, H18 1.149
18 H -0.0384 1.0742 1.7788  C17 1.149

Summary:
- E_LUMO (Ha) = 0.0233
- total charge = 0
- structure (SMILES) = CC(N)=O.O.O.O
- spin multiplicity = 1
- frontier orbital gap (eV) = 10.748

Atom charges from the Mulliken analysis, given in e for atoms 1 to 6: H 0.2085; O -0.6482; H 0.3234; H 0.3149; H 0.3993; H 0.3217